This record from the Open Molecules 2025 dataset describes a cluster of 2 separate species, C6H14N2O2 in total at a distorted geometry. The level of theory is the ωB97M-V functional and the def2-TZVPD basis.

Calculated values
- Frontier orbital gap: 10.20 eV
- Energy above the lowest of the compared OMol25 structures with the same formula, charge and spin: 115.49 kJ/mol
- LUMO energy: 0.6 eV
- SMILES string: CNC(C)=O.CNC(C)=O

The geometry in XYZ format:
```
24
Properties=species:S:1:pos:R:3:mulliken_charge:R:1
O -1.0920 1.4356 2.8273 -0.630
H 1.0500 0.9903 0.6437 0.256
H -0.2350 1.3139 -1.8979 0.205
H 1.4080 3.3953 0.8670 0.348
N 0.6351 1.5422 1.3811 -0.204
H 0.1656 -0.9559 3.1760 0.348
N -0.6117 -0.7317 -1.6915 -0.158
C -0.1509 -0.6230 2.1971 -0.957
H -0.2893 3.3730 0.6351 0.298
H -1.0659 -1.1717 1.9931 0.248
C 0.2289 -2.8928 -1.0324 -1.264
H -0.4448 -3.0720 -1.8355 0.424
H 0.6693 -1.0229 1.5844 0.233
H -0.1568 -3.1934 -0.0656 0.276
H -1.6289 0.7313 -2.7518 0.353
C 0.4980 2.9756 1.2988 -0.903
H -0.0644 0.2473 -3.4163 0.281
H 1.1359 -3.4959 -1.1111 0.301
C -0.5929 0.4823 -2.5040 -0.825
C -0.3022 0.8607 2.0934 0.652
C 0.5128 -1.4690 -1.5087 0.802
H 0.2298 3.3536 2.2812 0.305
O 1.5907 -1.0060 -1.8306 -0.645
H -1.4895 -1.0667 -1.3330 0.255
```

This record from the Open Molecules 2025 dataset describes a cluster of 2 separate species, C6H14N2O2 in total at a distorted geometry. The level of theory is the ωB97M-V functional and the def2-TZVPD basis.

Calculated values
- Frontier orbital gap: 9.77 eV
- Energy above the lowest of the compared OMol25 structures with the same formula, charge and spin: 175.60 kJ/mol
- LUMO energy: 0.6 eV
- SMILES string: CNC(C)=O.CNC(C)=O

The geometry in XYZ format:
```
24
Properties=species:S:1:pos:R:3:mulliken_charge:R:1
H 0.0766 0.1071 1.3399 0.530
H -1.2751 -2.7403 -1.5387 0.387
C 2.0579 0.2909 1.9133 0.657
H -0.9365 2.3297 -2.2838 0.253
N 0.7243 -0.2514 1.9857 -0.352
C -1.9363 1.8060 -2.0863 -1.122
O 2.9815 -0.0866 2.5761 -0.559
H 0.1476 -1.6365 -1.9251 0.247
C 2.0271 1.6757 1.2146 -1.107
C -0.8397 -1.7207 -1.4763 -0.649
H -2.3592 2.5222 -1.4028 0.320
H -2.6299 -0.9577 -2.2504 0.271
H 0.9151 -2.0619 3.0510 0.269
C 0.7904 -1.7251 2.0360 -0.912
H 2.9242 2.2600 1.0774 0.350
C -1.5481 0.5662 -1.3062 0.534
H 1.6963 1.6563 0.1749 0.257
H -0.1250 -2.1699 1.6166 0.371
N -1.6999 -0.6650 -1.9681 -0.232
O -0.8486 0.6892 -0.3240 -0.573
H 1.1641 2.1774 1.6300 0.318
H -2.3299 1.5764 -3.0108 0.410
H -0.5696 -1.5663 -0.4137 0.039
H 1.5928 -2.0758 1.3705 0.292
```

This record from the Open Molecules 2025 dataset describes a cluster of 2 separate species, C6H14N2O2 in total at a distorted geometry. The level of theory is the ωB97M-V functional and the def2-TZVPD basis.

Calculated values
- Frontier orbital gap: 9.72 eV
- Energy above the lowest of the compared OMol25 structures with the same formula, charge and spin: 49.76 kJ/mol
- LUMO energy: 0.6 eV
- SMILES string: CNC(C)=O.CNC(C)=O

The geometry in XYZ format:
```
24
Properties=species:S:1:pos:R:3:mulliken_charge:R:1
H -0.8884 -1.3336 -0.8892 0.220
N 2.4688 0.4397 -1.0051 -0.210
H -3.2787 0.0202 2.6774 0.293
H -1.5655 0.0412 -1.8149 0.166
H -3.1582 1.5134 1.9208 0.295
N -1.9085 0.0528 1.0912 -0.075
H 3.2902 -1.6447 1.2340 0.289
H -2.4340 -1.4523 -1.7805 0.323
H 3.2485 -1.9821 -0.4135 0.353
C 2.0234 -0.2114 0.0925 0.712
O 1.2211 0.2872 0.8689 -0.680
C 1.8307 1.6728 -1.4609 -0.817
C -2.5393 0.6757 2.2229 -0.949
C -2.6038 -0.3286 -0.0040 0.637
H -1.8384 0.9344 2.9871 0.361
H 2.5778 2.2262 -2.0223 0.353
H 1.7966 -2.2752 0.4475 0.261
H 1.5822 2.2671 -0.5952 0.287
C -1.7939 -0.8118 -1.1754 -0.844
H -0.9411 0.2941 0.9462 0.287
H 3.1576 0.0113 -1.5946 0.230
O -3.8248 -0.3122 -0.0382 -0.655
H 0.9622 1.4737 -2.0748 0.232
C 2.6156 -1.5577 0.3799 -1.070
```

This record from the Open Molecules 2025 dataset describes a cluster of 2 separate species, C6H14N2O2 in total at a distorted geometry. The level of theory is the ωB97M-V functional and the def2-TZVPD basis.

Calculated values
- Frontier orbital gap: 9.67 eV
- Energy above the lowest of the compared OMol25 structures with the same formula, charge and spin: 284.61 kJ/mol
- LUMO energy: 0.5 eV
- SMILES string: CNC(C)=O.CNC(C)=O

The geometry in XYZ format:
```
24
Properties=species:S:1:pos:R:3:mulliken_charge:R:1
H 3.2425 1.0499 0.3743 0.322
H -0.8287 0.1889 -1.3160 0.080
C -0.2589 0.7007 -2.2219 -0.597
C -1.9706 -0.5684 1.6461 0.771
C -1.1159 -2.5259 0.5703 -0.893
N -0.9157 -1.2881 1.1023 -0.127
H -0.1944 -0.7034 0.7838 0.256
H 3.4487 2.0640 -0.9672 0.303
H -0.6624 1.7786 -2.1032 0.242
H 1.6270 0.1385 -2.7238 0.302
O 0.6924 1.5736 -0.2083 -0.645
H 3.6349 0.3162 -1.2846 0.306
O -3.1293 -0.9816 1.4004 -0.635
H -1.1146 1.5020 1.8907 0.288
H -2.3559 0.9322 2.9547 0.423
H -0.7163 0.5632 3.0838 0.404
H -0.4017 0.2095 -3.2452 0.326
C 1.6075 1.1728 -0.9204 0.754
C -1.5271 0.6721 2.4645 -1.304
H -1.2323 -3.2503 1.5460 0.249
H -0.0763 -2.7779 0.1314 0.338
H -2.0350 -2.7429 -0.1317 0.244
N 1.2271 0.8888 -2.1640 -0.292
C 3.0549 1.0874 -0.6620 -1.116
```

This record from the Open Molecules 2025 dataset describes a cluster of 2 separate species, C6H14N2O2 in total at a distorted geometry. The level of theory is the ωB97M-V functional and the def2-TZVPD basis.

Calculated values
- Frontier orbital gap (spin up / spin down): 10.49 / 5.03 eV
- Energy above the lowest of the compared OMol25 structures with the same formula, charge and spin: 48.33 kJ/mol
- LUMO energy (spin up / spin down): -2.8 / -8.3 eV
- Spin multiplicity: 2
- Net charge: +1

The geometry in XYZ format:
```
24
Properties=species:S:1:pos:R:3:lowdin_spin:R:1
H 2.5675 0.8743 2.9108 -0.001
H 2.7467 -1.2609 -1.7196 0.026
H -4.0741 0.0832 0.7720 0.000
H -2.4289 -0.3402 1.2731 0.000
O 3.4345 -1.2834 1.8083 0.213
H 3.4049 -2.1016 -0.2654 0.001
C 2.5139 -1.7302 -0.7629 0.083
H 1.7670 -2.5315 -0.9003 0.042
C 1.8112 0.4257 2.2631 -0.007
O -0.6273 0.6252 -0.0283 0.002
H 1.0621 -0.2535 -0.0708 0.009
C -1.2508 1.7607 -2.0518 0.000
H -2.0227 2.4838 -2.3005 0.000
H -3.3011 -1.4307 0.2501 0.000
H 1.4090 1.2661 1.6980 -0.001
N 1.8838 -0.8244 0.1789 0.621
H -1.1989 1.0435 -2.8895 0.000
H -0.2089 2.0842 -2.0887 0.000
H 0.9692 0.0772 2.8654 -0.002
N -2.7485 0.3782 -0.7492 0.000
C -3.1336 -0.3675 0.4475 0.000
H -3.5286 0.7082 -1.2965 0.000
C -1.5131 0.9744 -0.8012 0.000
C 2.4667 -0.6610 1.4575 0.011
```

This record from the Open Molecules 2025 dataset describes a cluster of 2 separate species, C6H14N2O2 in total at a distorted geometry. The level of theory is the ωB97M-V functional and the def2-TZVPD basis.

Calculated values
- Frontier orbital gap (spin up / spin down): 9.06 / 3.51 eV
- Energy above the lowest of the compared OMol25 structures with the same formula, charge and spin: 189.37 kJ/mol
- LUMO energy (spin up / spin down): -3.8 / -9.3 eV
- Spin multiplicity: 2
- Net charge: +1

The geometry in XYZ format:
```
24
Properties=species:S:1:pos:R:3:lowdin_spin:R:1
H -1.7931 -2.6417 -2.1883 0.000
H -0.0815 2.4316 -1.5018 0.000
H 0.4800 1.3052 -2.6048 0.000
H 2.4065 1.9829 0.6693 -0.003
H -1.1431 2.0789 -2.8914 0.000
N 0.8401 -0.5962 1.7178 0.613
C -0.4599 1.6524 -2.1705 0.000
H 1.1446 -2.6104 2.3271 0.018
C -1.8555 -1.8122 -1.4890 0.000
O -1.0438 -0.5703 -3.3686 0.001
H -1.1895 -2.1547 -0.6933 0.000
C 1.3206 0.7235 2.0238 0.010
H 0.7627 1.4987 0.0148 0.000
C 0.8936 -1.6285 2.7235 0.100
N -1.1487 0.5815 -1.4415 0.002
H -2.8518 -1.5366 -1.1462 0.000
H -0.1666 -1.7208 3.0509 0.059
H -0.9643 0.5030 -0.4585 0.000
O 1.5577 0.9856 3.1646 0.192
H 1.0166 2.6611 1.2686 -0.002
H 0.7246 -0.9551 0.7656 0.011
C -1.3409 -0.6005 -2.2033 0.000
H 1.5149 -1.2721 3.5371 0.009
C 1.3769 1.6946 0.8941 -0.009
```

This record from the Open Molecules 2025 dataset describes a cluster of 2 separate species, C6H14N2O2 in total at a distorted geometry. The level of theory is the ωB97M-V functional and the def2-TZVPD basis.

Calculated values
- Frontier orbital gap (spin up / spin down): 10.23 / 5.04 eV
- Energy above the lowest of the compared OMol25 structures with the same formula, charge and spin: 95.84 kJ/mol
- LUMO energy (spin up / spin down): -3.5 / -8.6 eV
- Spin multiplicity: 2
- Net charge: +1

The geometry in XYZ format:
```
24
Properties=species:S:1:pos:R:3:lowdin_spin:R:1
C -2.1756 -0.4477 -0.0737 0.001
H -0.0492 0.2538 0.9454 0.006
O 2.5108 -1.0221 2.1749 0.226
H -1.9717 -1.4719 0.2490 0.000
H 2.7913 1.0727 0.7399 0.011
C 0.5516 -2.3285 1.6912 -0.007
H -0.9323 -0.8722 -1.7739 0.000
H -2.0064 0.2881 0.7135 0.000
O -1.1987 2.0466 -0.6565 0.007
H -0.0802 2.4641 -2.8624 0.000
C -0.1856 1.3913 -2.7230 -0.001
H 0.6749 -2.9352 0.7933 -0.001
C -1.0307 1.1599 -1.4734 0.000
H 1.3358 1.9572 0.2167 0.016
N -1.3557 -0.1459 -1.2250 0.037
C 1.7406 1.2388 0.9358 0.098
H -0.6290 1.0394 -3.6527 0.000
C 1.4539 -1.1308 1.6069 0.004
H 0.7586 0.8776 -2.5443 0.000
N 0.9618 0.0727 1.0130 0.554
H 1.7479 1.7754 1.8615 0.051
H 0.8051 -2.8614 2.5988 0.000
H -3.2318 -0.4233 -0.3068 0.001
H -0.4854 -1.9985 1.7518 -0.002
```

This record from the Open Molecules 2025 dataset describes a cluster of 2 separate species, C6H14N2O5 in total. The level of theory is the ωB97M-V functional and the def2-TZVPD basis.

Calculated values
- Frontier orbital gap: 10.32 eV
- Energy above the lowest of the compared OMol25 structures with the same formula, charge and spin: 0.00 kJ/mol
- LUMO energy: 0.5 eV
- SMILES string: N[C@@H](CO)C(=O)O.C[C@H](N)C(=O)O

The geometry in XYZ format:
```
27
Properties=species:S:1:pos:R:3:mulliken_charge:R:1
C 2.3860 -2.8916 2.3568 0.437
O 1.5086 -3.7171 2.3191 -0.566
H 0.3290 -1.6744 1.2376 0.378
H 3.7257 -4.1911 2.3698 0.345
C -1.9492 2.4147 -2.1442 0.482
C -3.4301 2.3544 -1.7866 0.332
H -5.0718 0.9733 -1.9463 0.342
C -4.0126 1.0062 -2.2154 -1.366
H 3.2426 0.3023 2.6690 0.220
H -3.4967 2.4285 -0.6942 0.323
O -1.2199 1.5099 -1.4609 -0.380
H -3.9332 0.8824 -3.3029 0.329
H 1.6019 -1.2183 3.3532 0.308
O 1.8876 -1.2063 0.0226 -0.542
C 2.1331 -1.3941 2.4035 0.341
H 2.7694 -0.8266 0.1821 0.378
H -4.0521 3.4295 -3.3772 0.275
N -4.1934 3.4415 -2.3693 -0.696
N 3.3618 -0.6188 2.2599 -0.682
H -3.4876 0.1763 -1.7341 0.350
H -0.3041 1.6156 -1.7649 0.312
O 3.6916 -3.2198 2.3995 -0.461
O -1.4582 3.1685 -2.9504 -0.576
H -3.8052 4.3287 -2.0612 0.276
H 4.1416 -1.0707 2.7247 0.219
H 0.8731 0.0186 1.3678 0.273
C 1.2079 -1.0255 1.2365 -0.650
```

This record from the Open Molecules 2025 dataset describes a structure of composition C6H14N2P at a distorted geometry. The level of theory is the ωB97M-V functional and the def2-TZVPD basis.

Calculated values
- Frontier orbital gap: 9.73 eV
- Energy above the lowest of the compared OMol25 structures with the same formula, charge and spin: 162.37 kJ/mol
- LUMO energy: -3.5 eV
- Net charge: +1

The geometry in XYZ format:
```
23
Properties=species:S:1:pos:R:3:mulliken_charge:R:1
H 1.5869 0.6248 -2.2917 0.342
H 2.5179 -0.7829 -1.8262 0.330
N -2.6036 0.0014 0.0660 -0.177
H -2.0884 1.7786 -0.5126 0.220
P -1.1580 -2.1613 0.1646 -0.160
H 2.8511 0.7221 -1.0818 0.390
C 1.6127 -0.0080 1.1282 -1.326
H 1.1541 -2.7781 0.2127 0.378
C -3.0039 1.3635 -0.0798 -0.746
C -1.2972 -0.3531 0.0052 0.580
C 2.0414 0.0961 -1.3863 -1.445
H 2.5062 -0.5909 1.4514 0.365
H -3.3267 -0.6305 0.3974 0.296
H 0.8222 -0.3133 1.9014 0.323
H -3.3268 1.7667 0.9768 0.290
H -0.1903 1.4494 -0.2994 0.341
H 1.9741 1.0434 1.4616 0.360
C 0.5420 -2.1071 -0.4542 -0.720
H -0.9025 -2.2411 1.6179 0.084
H -3.9549 1.5161 -0.7150 0.295
N -0.2361 0.3896 -0.1840 -0.190
H 0.5621 -2.4342 -1.5822 0.364
C 1.0728 -0.1838 -0.2460 0.807
```

This record from the Open Molecules 2025 dataset describes the ion C6H14N3 with charge +1 at a distorted geometry. The level of theory is the ωB97M-V functional and the def2-TZVPD basis.

Calculated values
- Frontier orbital gap: 9.80 eV
- Energy above the lowest of the compared OMol25 structures with the same formula, charge and spin: 370.97 kJ/mol
- LUMO energy: -3.6 eV
- SMILES string: [H]/N=N/[C@@H]([NH2+]C)C1(C)CC1
- Net charge: +1

The geometry in XYZ format:
```
23
Properties=species:S:1:pos:R:3:mulliken_charge:R:1
H 1.1702 0.3864 -1.5574 0.376
N 0.0330 1.8537 -0.1477 0.201
H -0.5513 3.7057 -0.0004 0.288
H -0.5602 -2.2552 0.1466 0.508
H -0.2962 -1.2827 2.9116 0.302
H -1.3849 -0.7191 -2.4970 0.318
H 1.3805 0.8692 2.3323 0.300
C -0.0061 -1.7494 0.8495 -1.111
H 1.9866 -0.7795 1.8923 0.255
C -0.6851 -1.0146 1.9185 -0.527
H -1.4597 0.4645 -0.2942 0.681
H 0.3194 -1.0244 -1.1187 0.423
N 0.2623 -0.0124 -1.4725 -0.187
N -0.7660 2.6759 0.2285 -0.804
H -0.1542 -0.1799 -3.6350 0.355
H -1.8113 -0.8917 1.7544 0.248
C -0.4144 0.5707 -0.2042 -0.111
H 2.0751 0.7436 0.7403 0.423
H -1.0937 0.9815 -2.7737 0.376
C -0.5973 0.0312 -2.6918 -0.833
C 0.1945 -0.3283 0.8943 0.480
H 0.8339 -2.2324 1.2366 0.320
C 1.5248 0.1872 1.4877 -1.282
```